[1]
DFT (ωB97M-V/def2-TZVPD) results for a gas-phase ion, C3H8N3S (charge +1) at a distorted geometry.

Each line ends with the Mulliken charge.
Cartesian coordinates (Å):
N1 2.1728 -1.4093 -0.1906  -0.3601
C1 0.9428 -1.6177 0.1973  -0.0749
N2 -0.0813 -0.8662 0.0863  -0.2731
C2 -0.1663 0.5363 0.0896  -0.6441
C3 -1.6763 1.0596 0.3954  -0.6649
N3 -2.6200 0.3390 -0.3317  -0.0356
S1 -3.3926 -1.0372 0.0021  0.2325
H1 2.9056 -1.8425 0.3471  0.2450
H2 2.2030 -0.6179 -0.7670  0.2361
H3 0.5984 -2.5135 0.6026  0.3950
H4 -0.0281 0.9550 -0.8275  0.4339
H5 0.3902 0.9121 0.8421  0.4364
H6 -1.7434 0.8760 1.4268  0.3855
H7 -1.5745 2.1835 0.1871  0.3287
H8 -2.7219 0.8585 -1.2285  0.3597

**E_tot**: -681.19121 a.u.
**Frontier orbital gap (spin up / spin down)**: 6.1829 / 6.1813 eV
**2S+1**: 1
**SMILES**: N/C=N\CC[NH+]=S
**LUMO (spin up / spin down)**: -6.9 / -6.9 eV
**Charge**: +1

[2]
DFT (ωB97M-V/def2-TZVPD) results for a molecular structure, C20H28MoN3O9S at a distorted geometry.

Each line ends with the Mulliken charge.
Cartesian coordinates (Å):
Mo1 -0.2693 -0.7653 0.8179  1.1337
O1 2.9822 0.7609 3.1926  -0.4619
C1 1.9846 0.7329 2.3266  0.5751
O2 0.8372 0.5069 2.6305  -0.5561
C2 2.3979 1.0686 0.9232  -0.3886
O3 1.2505 0.9054 0.1027  -0.4831
C3 1.6047 0.5953 -1.2656  -0.4010
C4 1.8392 -0.9132 -1.3987  0.4875
O4 2.5139 -1.3563 -2.2967  -0.6665
O5 1.3227 -1.5776 -0.4086  -0.2369
H1 2.6270 0.5836 4.0792  0.4019
H2 2.7178 2.1136 0.8929  0.3977
H3 3.2285 0.4343 0.6068  0.4026
H4 0.7552 0.8877 -1.8807  0.2814
H5 2.4772 1.1716 -1.5689  0.4088
C5 -5.1706 -3.6763 3.0670  -0.9439
C6 -4.0965 -4.3384 2.2094  -0.6703
C7 -3.0585 -3.3663 1.6693  -0.5631
N1 -3.6999 -2.3878 0.7886  0.3472
C8 -3.1715 -1.8187 -0.2597  0.6212
S1 -1.5597 -2.1720 -0.8028  -0.4614
N2 -3.8803 -0.9307 -1.0061  -0.0833
C9 -5.1435 -0.3146 -0.7723  -0.0467
O6 -5.2903 0.8191 -1.1368  -0.5385
C10 -6.2330 -1.1373 -0.1862  0.0036
C11 -7.1182 -0.5286 0.6988  -0.2913
C12 -8.1721 -1.2594 1.2233  -0.6615
C13 -8.3563 -2.5822 0.8428  -0.4773
C14 -7.4850 -3.1834 -0.0574  -0.5870
C15 -6.4158 -2.4657 -0.5673  0.2658
H6 -5.8347 -4.4235 3.4994  0.3514
H7 -5.8072 -2.9956 2.4944  0.1353
H8 -4.7239 -3.1099 3.8865  0.3110
H9 -4.5539 -4.8789 1.3766  0.3057
H10 -3.5602 -5.0803 2.8043  0.3663
H11 -2.2802 -3.8738 1.1064  0.4578
H12 -2.5744 -2.8203 2.4828  0.1932
H13 -4.6346 -2.1051 1.0561  -0.0410
H14 -3.3141 -0.4133 -1.6651  0.2568
H15 -6.9728 0.5109 0.9622  0.4721
H16 -8.8563 -0.7945 1.9198  0.4242
H17 -9.1869 -3.1468 1.2449  0.4104
H18 -7.6432 -4.2081 -0.3654  0.4439
H19 -5.7338 -2.9267 -1.2719  0.4235
O7 -1.6615 -0.4241 1.6616  -0.7498
O8 0.2862 -4.3749 1.4672  -0.8060
C16 1.0627 -3.4448 1.6952  0.8508
O9 0.8129 -2.2820 2.1380  -0.7652
C17 2.5471 -3.7055 1.3674  0.3046
N3 2.5625 -5.0564 0.6979  -0.0736
C18 3.3795 -5.9979 1.5347  -0.6121
C19 3.3412 -5.3587 2.9150  -0.6449
C20 3.4370 -3.8645 2.5999  -0.7757
H20 2.8682 -2.9422 0.6635  0.0791
H21 2.8651 -5.0113 -0.2712  0.3603
H22 1.5340 -5.2886 0.7356  0.3477
H23 4.3904 -6.0149 1.1308  0.3361
H24 2.9523 -6.9954 1.4769  0.3717
H25 4.1521 -5.7170 3.5448  0.4392
H26 2.3963 -5.5881 3.4100  0.2811
H27 4.4666 -3.5893 2.3671  0.3854
H28 3.0870 -3.2287 3.4104  0.3523

**E_tot**: -2086.63731 a.u.
**Frontier orbital gap (spin up / spin down)**: 8.0058 / 9.4632 eV
**2S+1**: 3
**LUMO (spin up / spin down)**: -2.6 / -2.6 eV
**Charge**: +1

[3]
DFT (ωB97M-V/def2-TZVPD) results for a single C2H6N4S molecule at a distorted geometry.

Each line ends with the Mulliken charge.
Cartesian coordinates (Å):
C1 0.4320 -1.6980 -0.3313  -0.6435
N1 -0.1772 -0.3186 -0.6352  -0.0946
C2 0.5381 0.8553 -0.3621  -0.5126
N2 -0.1226 1.4710 0.8781  0.4633
S1 0.6375 2.4597 1.9147  -0.3062
N3 -1.2539 0.9873 0.9599  -0.5535
N4 -1.3838 -0.1973 0.2013  -0.0619
H1 -0.5096 -2.2340 -0.3738  0.2746
H2 1.0679 -1.9151 -1.1672  0.2951
H3 0.8945 -1.4910 0.7101  0.3181
H4 1.6624 0.6293 -0.3572  0.3142
H5 0.4571 1.6733 -1.1327  0.2545
H6 -2.2423 -0.2219 -0.3048  0.2526

**E_tot**: -696.86081 a.u.
**Frontier orbital gap**: 8.2691 eV
**2S+1**: 1
**SMILES**: CN1C[N+]([S-])=NN1
**LUMO**: 0.2 eV

[4]
DFT (ωB97M-V/def2-TZVPD) results for a single C2H4N2OS molecule at a distorted geometry.

Each line ends with the Mulliken charge.
Cartesian coordinates (Å):
N1 -0.2754 1.7457 -0.0148  -0.6954
N2 -0.4726 0.3665 -0.1206  0.2703
C1 -1.8138 0.0418 0.0731  0.1558
O1 -2.3300 -1.0881 0.0338  -0.5308
C2 0.4913 -0.6279 -0.1378  -0.1989
S1 2.1076 -0.3633 0.0613  -0.2527
H1 0.2187 1.8501 0.8314  0.2484
H2 0.3420 2.0215 -0.7576  0.2704
H3 -2.4328 0.9473 0.2439  0.3856
H4 -0.0391 -1.5699 -0.2328  0.3474

**E_tot**: -661.50765 a.u.
**Frontier orbital gap**: 8.7720 eV
**2S+1**: 1
**SMILES**: NN(C=O)C=S
**LUMO**: -0.5 eV

[5]
DFT (ωB97M-V/def2-TZVPD) results for 2 unconnected molecules or ions with the total composition C4H8 at a distorted geometry.

Each line ends with the Mulliken charge.
Cartesian coordinates (Å):
C1 0.8926 1.2237 0.5031  -0.4394
C2 1.5404 1.5615 -0.5967  -0.4961
H1 0.0230 1.8153 0.7509  0.2282
H2 1.2184 0.3895 1.1126  0.2620
H3 1.1347 2.2367 -1.3465  0.2134
H4 2.4297 1.0683 -0.9814  0.2330
C3 -0.8301 -1.5045 0.5922  -0.6315
C4 -1.5717 -1.2447 -0.4691  -0.3546
H5 0.1382 -1.9908 0.6262  0.2883
H6 -1.1758 -1.3390 1.6132  0.2375
H7 -1.2083 -1.3008 -1.4829  0.2414
H8 -2.5912 -0.9152 -0.3216  0.2179

**E_tot**: -157.12496 a.u.
**Frontier orbital gap**: 11.0025 eV
**2S+1**: 1
**SMILES**: C=C.C=C
**LUMO**: 1.3 eV

[6]
DFT (ωB97M-V/def2-TZVPD) results for a single C17H27N3O2S molecule.

Each line ends with the Mulliken charge.
Cartesian coordinates (Å):
O1 1.0852 -0.1688 -1.1058  -0.6909
C1 0.4057 0.4145 -0.2821  0.5671
C2 0.1411 -0.1530 1.1040  -0.9997
C3 -0.9192 -1.2487 1.0221  -0.4911
S1 -2.5258 -0.6267 0.4147  -0.1834
C4 -2.3955 -0.9174 -1.3855  -0.3478
C5 -2.9691 -2.2710 -1.8053  -1.1788
C6 -2.1661 -3.4023 -1.2353  0.5104
C7 -2.6095 -4.1198 -0.1305  -0.1569
C8 -1.7963 -5.1149 0.3887  -0.3479
N1 -0.6123 -5.4239 -0.1104  -0.6495
C9 -0.1904 -4.7453 -1.1646  -0.3384
C10 -0.9210 -3.7322 -1.7631  -0.1919
N2 -0.2520 1.5593 -0.5436  0.1612
C11 -0.1286 2.2630 -1.7955  -0.7933
C12 0.6405 3.5775 -1.6533  -0.8103
C13 2.0507 3.3534 -1.1025  -1.0757
N3 2.0400 3.1298 0.3357  0.5056
C14 3.1680 2.3250 0.7786  -0.8847
C15 3.0551 2.0737 2.2821  -0.4174
O2 3.0034 3.2780 3.0104  -0.4181
C16 1.9203 4.0639 2.5778  -0.6921
C17 2.0213 4.3747 1.0853  -0.6114
H1 -0.1868 0.6295 1.7888  0.2795
H2 1.0649 -0.6003 1.4759  0.3870
H3 -1.1179 -1.6624 2.0104  0.5333
H4 -0.5973 -2.0471 0.3575  0.0408
H5 -2.9603 -0.1100 -1.8508  0.4979
H6 -1.3469 -0.8297 -1.6599  0.1140
H7 -2.9541 -2.3203 -2.8975  0.3897
H8 -4.0044 -2.3397 -1.4663  0.3676
H9 -3.5650 -3.8984 0.3204  0.3574
H10 -2.1051 -5.6928 1.2502  0.3696
H11 0.7836 -5.0267 -1.5426  0.3754
H12 -0.5259 -3.2017 -2.6164  0.3689
H13 -0.7381 2.0311 0.2014  0.2383
H14 -1.1291 2.4610 -2.1968  0.4046
H15 0.4017 1.5927 -2.4766  0.3864
H16 0.0886 4.2532 -0.9981  0.3013
H17 0.7093 4.0432 -2.6374  0.4185
H18 2.4701 2.4657 -1.5805  0.4604
H19 2.6922 4.2120 -1.3637  0.5271
H20 3.1474 1.3700 0.2501  0.4787
H21 4.1286 2.8287 0.5710  0.3925
H22 3.9293 1.5318 2.6465  0.3425
H23 2.1494 1.4829 2.4828  0.1729
H24 1.9515 4.9822 3.1668  0.3634
H25 0.9740 3.5356 2.7742  0.2884
H26 1.1600 4.9718 0.7801  0.3366
H27 2.9383 4.9650 0.9037  0.3424

**E_tot**: -1376.92424 a.u.
**Frontier orbital gap**: 9.0062 eV
**2S+1**: 1
**SMILES**: O=C(CCSCCc1ccncc1)NCCCN1CCOCC1
**LUMO**: 0.5 eV

[7]
DFT (ωB97M-V/def2-TZVPD) results for a single CH3O3PS molecule at a distorted geometry.

Each line ends with the Mulliken charge.
Cartesian coordinates (Å):
O1 -1.4141 -1.3623 -1.6846  -0.4422
C1 -0.8382 -0.3583 -1.4532  0.6400
O2 -0.6004 0.6463 -2.3183  -0.4465
O3 -0.3620 -0.0748 -0.1111  -0.4213
P1 -0.1577 -0.1811 1.8039  0.2453
S1 1.9437 0.0444 1.8964  -0.1684
H1 -0.3769 1.5615 -2.0342  0.3537
H2 0.0222 -1.5162 1.6182  0.0875
H3 1.7833 1.2404 2.2828  0.1520

**E_tot**: -1005.13933 a.u.
**Frontier orbital gap**: 9.9039 eV
**2S+1**: 1
**SMILES**: O=C(O)OPS
**LUMO**: -0.3 eV

[8]
DFT (ωB97M-V/def2-TZVPD) results for a molecular structure, C12H23N6O2PPt at a distorted geometry.

Each line ends with the Mulliken charge.
Cartesian coordinates (Å):
Pt1 0.0317 0.1648 0.0820  0.9156
O1 -1.2239 0.7757 2.1796  -0.4761
C1 -2.5766 0.3276 2.3126  -0.5272
C2 -3.5054 1.3815 1.7061  -0.7140
C3 -2.9576 1.9067 0.3671  -1.0418
C4 -2.9282 0.8215 -0.6599  0.9616
C5 -4.0541 0.5732 -1.4451  -0.6554
C6 -4.0200 -0.4161 -2.4086  -0.4036
C7 -2.8644 -1.1794 -2.5512  -0.8354
C8 -1.8085 -0.9310 -1.6998  -0.1992
N1 -1.8336 0.0644 -0.7988  -0.1771
H1 -0.7231 0.6067 2.9845  0.3249
H2 -2.8265 0.1875 3.3649  0.4827
H3 -2.6861 -0.6402 1.8057  0.2963
H4 -3.5848 2.2285 2.3863  0.3857
H5 -4.5022 0.9577 1.5786  0.3957
H6 -1.9517 2.3084 0.5306  0.2534
H7 -3.6024 2.7145 0.0219  0.4631
H8 -4.9393 1.1700 -1.2903  0.4769
H9 -4.8787 -0.6045 -3.0368  0.4543
H10 -2.7929 -1.9616 -3.2894  0.4598
H11 -0.9053 -1.5360 -1.7314  0.5750
C9 3.9473 0.6355 -2.3825  -1.1804
P1 2.2389 0.0656 -2.6210  1.1167
C10 1.2127 1.5117 -3.0431  -1.1168
C11 2.2582 -1.1613 -3.9601  -1.1594
O2 1.6685 -0.5591 -1.3620  -0.7776
H12 4.2904 1.1508 -3.2754  0.4250
H13 4.5922 -0.2206 -2.1978  0.3723
H14 3.9996 1.3109 -1.5325  0.3362
H15 1.7514 2.2145 -3.6695  0.4174
H16 0.9439 1.9976 -2.0997  0.2891
H17 0.3119 1.1843 -3.5579  0.3321
H18 2.7282 -0.7458 -4.8452  0.4000
H19 1.2526 -1.4952 -4.2006  0.3410
H20 2.8387 -2.0150 -3.6148  0.3658
N2 2.8805 0.0385 4.5602  -0.5209
N3 2.5815 -0.1681 3.2910  1.1662
N4 3.3432 -0.8813 2.5025  -0.8995
C12 2.6682 -0.9112 1.3722  -0.2199
N5 1.5306 -0.2150 1.4908  0.1467
N6 1.4914 0.2527 2.7240  -0.4271
H21 3.8343 -0.1636 4.8301  0.3035
H22 2.3704 0.7633 5.0389  0.2782
H23 2.9925 -1.4243 0.4920  0.5962

**E_tot**: -1410.13724 a.u.
**Frontier orbital gap (spin up / spin down)**: 9.6922 / 6.7476 eV
**2S+1**: 3
**LUMO (spin up / spin down)**: -5.8 / -9.1 eV
**Charge**: +2

In order of appearance, relative energy (zero: lowest compared OMol25 entry of this formula, charge and spin) = 323.10 47.57 433.88 204.49 154.89 36.62 154.53 31.71 kJ/mol.